[1]
This record from OMol25 describes a single C3H7OS2 molecule in a non-equilibrium geometry. The level of theory is ωB97M-V with the def2-TZVPD basis set.

Last column: Mulliken spin population.
Atoms and positions in Å:
C: 0.050 -0.158 0.877  0.212
C: -1.158 -1.268 0.075  -0.055
O: -0.996 -1.059 -1.289  0.761
C: -0.154 1.075 0.195  0.007
S: 1.250 2.024 -0.383  0.020
S: 2.673 1.037 -1.622  0.002
H: -0.332 -0.131 1.962  0.003
H: 1.010 -0.626 0.607  0.000
H: -2.197 -0.900 0.665  0.041
H: -0.809 -2.359 0.432  0.005
H: -0.646 0.827 -0.776  0.001
H: -0.861 1.752 0.683  0.002
H: 2.170 -0.215 -1.426  0.001

Properties
Expectation value of S²: 0.76
Calculated total energy: -989.95221 a.u.
LUMO level (spin up / spin down): 0.26 / -2.21 eV
Strongest force on any atom: 0.080 hartree/bohr
Orbital gap (spin up / spin down): 0.310 / 0.218 hartree
Energy above the lowest of the compared OMol25 structures with the same formula, charge and spin: 2.716 eV
2S+1: 2
HOMO energy (spin up / spin down): -8.17 / -8.15 eV

[2]
This record from OMol25 describes a molecular structure, C3H7PS3 in a non-equilibrium geometry. The level of theory is ωB97M-V with the def2-TZVPD basis set.

Last column: Löwdin charge in e.
Atoms and positions in Å:
C: 1.158 -0.416 -0.060  -0.531
C: -0.059 -2.225 -0.732  -0.491
C: -0.131 -0.744 -0.755  -0.867
P: -0.914 3.265 1.102  0.308
S: 1.698 -2.161 -0.245  0.817
S: -1.559 -0.130 0.211  0.526
S: -1.628 2.123 -0.465  0.060
H: 1.673 0.504 -0.378  0.085
H: 1.061 -0.210 1.023  0.060
H: -0.662 -2.554 0.132  0.073
H: 0.101 -2.711 -1.719  0.082
H: -0.014 -0.215 -1.798  0.142
H: -1.209 2.632 2.366  -0.132
H: 0.485 2.843 1.319  -0.132

Properties
Calculated total energy: -1654.33856 a.u.
LUMO level: -0.89 eV
Strongest force on any atom: 0.077 hartree/bohr
Orbital gap: 0.290 hartree
Energy above the lowest of the compared OMol25 structures with the same formula, charge and spin: 2.886 eV
2S+1: 1
HOMO energy: -8.78 eV

[3]
This record from OMol25 describes 2 unconnected molecules or ions with the total composition C3H8 in a non-equilibrium geometry. The level of theory is ωB97M-V with the def2-TZVPD basis set.

Last column: Löwdin charge in e.
Atoms and positions in Å:
C: -2.360 -1.358 -1.130  -0.091
C: -1.124 -1.202 -1.587  -0.086
H: -2.919 -2.286 -0.995  0.044
H: -2.976 -0.567 -0.699  0.045
H: -0.374 -1.982 -1.671  0.043
H: -0.875 -0.297 -2.140  0.047
C: 2.152 1.576 1.712  -0.055
H: 1.247 1.104 2.100  0.016
H: 2.667 0.793 1.138  0.015
H: 2.880 2.057 2.348  0.014
H: 1.682 2.164 0.925  0.010

Properties
Calculated total energy: -119.02889 a.u.
LUMO level: 1.05 eV
Strongest force on any atom: 0.044 hartree/bohr
Orbital gap: 0.395 hartree
Energy above the lowest of the compared OMol25 structures with the same formula, charge and spin: 1.812 eV
2S+1: 1
SMILES: C=C.C
HOMO energy: -9.69 eV

[4]
This record from OMol25 describes a molecular structure, C3H8As5CuF30NO in a non-equilibrium geometry. The level of theory is ωB97M-V with the def2-TZVPD basis set.

Last column: Mulliken spin population.
Atoms and positions in Å:
Cu: -0.312 -0.100 -0.986  0.915
C: -0.752 -1.574 3.248  0.000
C: -0.628 -0.241 2.561  0.000
O: -0.515 -0.097 1.413  0.002
N: -0.715 0.967 3.445  0.000
H: -1.612 1.435 3.275  0.000
H: -0.738 0.664 4.418  0.000
C: 0.418 1.944 3.252  0.000
H: -0.003 -1.686 4.037  0.000
H: -0.699 -2.333 2.469  0.000
H: -1.698 -1.668 3.793  0.000
H: 0.472 2.274 2.214  0.000
H: 1.345 1.484 3.579  0.000
H: 0.213 2.806 3.886  0.000
As: 3.027 1.375 0.183  0.002
F: 1.643 0.449 -0.469  0.006
F: 3.588 0.008 1.116  0.001
F: 4.370 2.341 0.785  0.000
F: 2.487 2.785 -0.694  0.000
F: 2.077 1.756 1.620  0.000
F: 3.977 0.906 -1.201  0.001
As: 1.605 -3.325 0.012  0.004
F: 0.557 -1.983 -0.632  0.021
F: 1.874 -2.313 1.414  0.001
F: 2.599 -4.614 0.639  0.000
F: 1.288 -4.350 -1.371  0.001
F: 2.879 -2.549 -0.846  0.001
F: 0.185 -3.940 0.818  0.001
As: -1.261 3.489 -0.662  0.001
F: -1.033 5.152 -0.266  0.000
F: -2.464 3.934 -1.849  0.001
F: -1.321 1.723 -0.977  0.021
F: -0.040 3.111 0.574  0.001
F: -2.536 3.239 0.507  0.001
F: -0.034 3.501 -1.905  0.000
As: 1.055 -0.503 -4.594  0.000
F: 0.885 -2.245 -4.658  0.000
F: 2.650 -0.726 -3.963  0.000
F: 1.126 1.238 -4.539  0.000
F: -0.606 -0.412 -5.122  0.000
F: 0.439 -0.481 -2.893  -0.001
F: 1.672 -0.458 -6.216  0.000
As: -3.689 -1.561 -0.802  0.001
F: -5.015 -2.618 -1.166  0.000
F: -3.037 -2.757 0.311  0.001
F: -2.202 -0.594 -0.397  0.016
F: -4.261 -0.342 -1.863  0.000
F: -4.558 -0.854 0.550  0.001
F: -2.699 -2.255 -2.049  0.000

Properties
Expectation value of S²: 0.75
Calculated total energy: -16065.14675 a.u.
LUMO level (spin up / spin down): 2.55 / 1.09 eV
Strongest force on any atom: 0.046 hartree/bohr
Orbital gap (spin up / spin down): 0.360 / 0.306 hartree
2S+1: 2
Total charge: -2
HOMO energy (spin up / spin down): -7.25 / -7.25 eV

[5]
This record from OMol25 describes a single C3H8BF molecule in a non-equilibrium geometry. The level of theory is ωB97M-V with the def2-TZVPD basis set.

Last column: Löwdin charge in e.
Atoms and positions in Å:
C: -0.230 0.028 1.647  -0.033
B: -0.217 -0.050 0.068  -0.256
C: 1.121 -0.344 -0.683  -0.046
C: -1.701 -0.097 -0.806  -0.171
F: -2.732 0.365 -0.059  -0.074
H: -0.642 0.897 1.860  -0.001
H: 0.869 -0.173 2.054  0.113
H: -0.799 -0.840 1.980  0.073
H: 1.313 -1.324 -0.230  0.083
H: 1.941 0.245 -0.347  0.049
H: 1.068 -0.291 -1.779  0.063
H: -1.992 -1.099 -1.069  0.084
H: -1.657 0.376 -1.855  0.116

Properties
Calculated total energy: -243.77893 a.u.
LUMO level: 0.57 eV
Strongest force on any atom: 0.132 hartree/bohr
Orbital gap: 0.401 hartree
Energy above the lowest of the compared OMol25 structures with the same formula, charge and spin: 0.255 eV
2S+1: 1
SMILES: CB(C)CF
HOMO energy: -10.35 eV

[6]
This record from OMol25 describes 2 unconnected molecules or ions with the total composition C3H8BN2O3 in a non-equilibrium geometry. The level of theory is ωB97M-V with the def2-TZVPD basis set.

Last column: Löwdin charge in e.
Atoms and positions in Å:
B: 2.749 -0.047 -0.015  -0.925
C: -0.223 -0.466 -0.011  0.022
C: -2.412 -0.854 0.022  -0.061
C: -2.126 0.675 0.073  -0.055
N: -1.058 -1.436 -0.048  0.129
N: -0.651 0.739 0.036  0.127
O: 2.125 1.184 -0.081  0.149
O: 4.082 -0.236 -0.083  0.230
O: 1.994 -1.150 0.125  0.248
H: -2.921 -1.213 0.921  0.137
H: -2.989 -1.146 -0.857  0.136
H: -2.542 1.207 -0.785  0.136
H: -2.490 1.135 0.993  0.137
H: -0.840 -2.420 -0.035  0.186
H: -0.068 1.565 0.069  0.165
H: 2.719 1.929 -0.196  0.117
H: 4.651 0.533 -0.128  0.120

Properties
Calculated total energy: -478.95046 a.u.
LUMO level: -7.09 eV
Strongest force on any atom: 0.094 hartree/bohr
Orbital gap: 0.295 hartree
Energy above the lowest of the compared OMol25 structures with the same formula, charge and spin: 2.680 eV
2S+1: 1
Total charge: +1
HOMO energy: -15.12 eV

[7]
This record from OMol25 describes a molecular structure, C3H8BN7O3Tc. The level of theory is ωB97M-V with the def2-TZVPD basis set.

Last column: Mulliken spin population.
Atoms and positions in Å:
Tc: -0.501 1.022 -0.610  1.648
N: -1.164 -0.959 -1.223  -0.015
N: -0.075 -1.737 -1.716  0.003
C: 1.183 -1.249 -1.612  0.002
N: 2.226 -1.920 -2.030  0.012
N: 1.192 -0.032 -1.051  0.026
N: 2.293 0.791 -0.881  -0.035
O: 1.923 1.887 -0.468  0.028
O: 3.403 0.423 -1.115  0.024
H: -1.588 -1.456 -0.437  0.004
H: -1.868 -0.893 -1.961  0.001
H: -0.275 -2.672 -2.042  0.000
H: 2.147 -2.826 -2.468  0.000
H: 3.149 -1.512 -1.927  -0.001
B: -0.545 0.122 4.003  0.604
C: -0.549 0.401 2.504  -0.016
N: -0.524 0.540 1.362  0.092
H: 0.167 -0.708 4.435  -0.006
H: -1.513 0.633 4.623  0.146
H: -0.571 1.080 4.792  0.183
O: -3.715 3.796 -0.784  0.138
C: -2.857 3.037 -0.724  0.065
N: -1.938 2.231 -0.668  0.095

Properties
Expectation value of S²: 3.77
Calculated total energy: -832.94792 a.u.
LUMO level (spin up / spin down): -8.40 / -9.06 eV
Strongest force on any atom: 0.019 hartree/bohr
Orbital gap (spin up / spin down): 0.294 / 0.296 hartree
2S+1: 4
Total charge: +2
HOMO energy (spin up / spin down): -16.41 / -17.11 eV

[8]
This record from OMol25 describes a single C3H8BNO molecule in a non-equilibrium geometry. The level of theory is ωB97M-V with the def2-TZVPD basis set.

Last column: Löwdin charge in e.
Atoms and positions in Å:
O: 1.604 -0.267 -2.097  0.194
B: 0.731 -0.150 -1.109  -0.468
C: 0.419 -1.091 0.512  -0.103
C: -0.840 -0.391 0.912  -0.265
C: -0.697 1.089 0.469  -0.214
N: 0.033 1.037 -0.800  0.110
H: 1.957 -1.034 -2.484  0.081
H: 0.097 -2.144 0.567  0.066
H: 1.238 -0.950 1.242  0.078
H: -1.666 -0.948 0.412  0.119
H: -0.951 -0.277 1.996  0.105
H: -1.694 1.503 0.439  0.099
H: -0.402 1.744 1.238  0.090
H: 0.170 1.880 -1.297  0.109

Properties
Calculated total energy: -273.99504 a.u.
LUMO level: 0.61 eV
Strongest force on any atom: 0.095 hartree/bohr
Orbital gap: 0.367 hartree
Energy above the lowest of the compared OMol25 structures with the same formula, charge and spin: 0.326 eV
2S+1: 1
SMILES: OB1CCCN1
HOMO energy: -9.37 eV

[9]
This record from OMol25 describes a single C3H8BNO2 molecule in a non-equilibrium geometry. The level of theory is ωB97M-V with the def2-TZVPD basis set.

Last column: Löwdin charge in e.
Atoms and positions in Å:
N: -2.661 -0.028 -0.191  0.181
B: -1.214 0.036 -0.123  -0.759
O: -0.584 -1.251 -0.071  0.050
C: 0.803 -1.197 0.246  -0.186
C: 1.494 0.023 -0.516  -0.109
C: 0.787 1.280 0.088  -0.170
O: -0.618 1.179 0.169  0.099
H: -2.975 -0.884 0.115  0.025
H: -3.282 0.761 0.212  0.126
H: 1.345 -2.074 0.003  0.098
H: 0.979 -1.158 1.320  0.121
H: 2.541 -0.075 -0.119  0.124
H: 1.432 -0.018 -1.633  0.128
H: 1.026 1.310 1.158  0.134
H: 0.928 2.096 -0.657  0.137

Properties
Calculated total energy: -349.28862 a.u.
LUMO level: 0.74 eV
Strongest force on any atom: 0.072 hartree/bohr
Orbital gap: 0.379 hartree
Energy above the lowest of the compared OMol25 structures with the same formula, charge and spin: 0.000 eV
2S+1: 1
SMILES: NB1OCCCO1
HOMO energy: -9.56 eV

[10]
This record from OMol25 describes a molecular structure, C3H8BrClSi in a non-equilibrium geometry. The level of theory is ωB97M-V with the def2-TZVPD basis set.

Last column: Löwdin charge in e.
Atoms and positions in Å:
C: -1.406 0.419 -0.576  -0.174
C: -0.087 0.057 1.520  -0.174
C: -0.029 0.408 0.050  -1.054
Si: 1.239 -0.548 -0.986  0.160
Cl: 0.685 2.102 -0.111  0.556
Br: 3.123 -0.808 0.117  0.289
H: -1.371 0.774 -1.604  0.072
H: -1.808 -0.593 -0.575  0.081
H: -2.083 1.061 -0.012  0.085
H: 0.903 0.046 1.974  0.048
H: -0.702 0.776 2.060  0.084
H: -0.530 -0.932 1.635  0.089
H: 0.571 -2.764 -1.194  0.011
H: 1.494 0.001 -2.298  -0.071

Properties
Calculated total energy: -3442.76417 a.u.
LUMO level: 0.03 eV
Strongest force on any atom: 0.065 hartree/bohr
Orbital gap: 0.341 hartree
Energy above the lowest of the compared OMol25 structures with the same formula, charge and spin: 3.399 eV
2S+1: 1
HOMO energy: -9.25 eV